7 unconnected molecules or ions with the total composition C27H40Cl12O2S in a non-equilibrium geometry. Source: OMol25; level of theory: ωB97M-V with the def2-TZVPD basis set.

```
82
C27H40Cl12O2S ωB97M-V with the def2-TZVPD basis set
Cl 5.0083 -5.6727 -0.3868
Cl 6.9136 2.1462 -0.0358
Cl -7.9664 2.8058 2.5240
Cl 5.3821 3.0899 -5.0965
Cl 0.7729 1.9223 -2.6915
Cl 0.7848 -1.4773 -2.9090
Cl -10.6429 -1.1904 3.1527
Cl 4.7537 -7.4026 2.5448
Cl 3.7763 3.4423 -2.1043
Cl -6.7114 4.4245 5.2572
Cl 7.4358 -0.0949 -2.5593
Cl -13.3055 0.7242 2.2015
S -0.1351 3.1944 1.2019
O 0.1286 -2.2130 0.7936
O -3.0694 2.2817 1.2923
C -2.1210 -1.3403 0.4959
C 7.8070 1.6470 -2.5783
C -4.5936 -0.1289 0.5803
C 1.7225 0.5679 0.7683
C -6.3046 3.4123 2.7434
C -0.7414 1.4416 0.9918
C 1.2312 0.9406 -4.1062
C 3.9558 4.1024 -4.7567
C -10.9911 0.4848 3.6493
C 3.9886 4.6878 -3.3592
C -5.8403 3.3024 4.1814
C 4.2761 -7.2789 -0.1508
C -2.7907 -2.6885 0.1370
C -12.4784 0.7456 3.7792
C 2.5468 -0.5001 -0.1103
C 0.1446 0.3203 0.8117
C -4.3527 -2.7527 -0.0055
C 5.1110 -0.9247 0.1848
C 8.2457 2.1536 -1.2189
C -0.5411 -1.1358 0.6952
C 3.5906 -7.4020 1.1954
C -2.3483 1.2787 1.0282
C 3.4781 -2.8338 0.9033
C 3.6509 -1.2390 0.8098
C 0.4068 -0.3262 -4.2130
C -3.0489 -0.1058 0.6914
C -5.2583 -1.4823 0.2036
H -6.4028 -1.5212 0.1228
H 1.8872 -1.2237 -0.7078
H 0.3490 3.6673 -0.0112
H 4.5018 -3.2524 1.2479
H 0.6236 -0.8319 -5.1561
H 1.9977 1.6102 0.3503
H -10.5028 0.6365 4.6139
H 2.2984 0.7210 -4.0346
H 2.7558 -3.0786 1.7732
H 8.5881 3.1873 -1.3022
H 5.1101 -1.1090 -0.9423
H 3.1716 5.4018 -3.2379
H -5.9716 2.2909 4.5695
H -12.6442 1.7354 4.2094
H 2.0696 0.6015 1.8729
H 3.0452 -8.3466 1.2481
H -5.6608 2.8094 2.0996
H -12.9604 0.0091 4.4243
H -4.7812 3.5579 4.2483
H 3.1911 -3.3472 -0.0726
H 5.9542 -1.5071 0.6899
H -0.6633 -0.1143 -4.1793
H 2.8809 -6.5894 1.3605
H 5.0590 -8.0293 -0.2732
H 9.0633 1.5564 -0.8117
H -4.9191 -3.7091 -0.2759
H 8.6102 1.7911 -3.3037
H -6.2709 4.4433 2.3878
H 3.5465 -7.4147 -0.9516
H -2.1724 -3.6349 -0.0034
H 1.0704 1.5633 -4.9891
H 4.9275 5.2089 -3.1636
H 3.6608 -0.8523 1.9011
H -5.1975 0.8205 0.7712
H 3.1497 0.0883 -0.9058
H 6.9236 2.1773 -2.9386
H 3.0635 3.4946 -4.9163
H 5.3482 0.2008 0.3211
H 3.9564 4.9068 -5.4952
H -10.5275 1.1559 2.9244
```

SMILES: CC(C)CCC1=C(S)C(=O)c2ccccc2C1=O.ClCCCl.ClCCCl.ClCCCl.ClCCCl.ClCCCl.ClCCCl
Spin multiplicity: 1

=====

17 unconnected molecules or ions with the total composition ClH32O20 in a non-equilibrium geometry. Source: OMol25; level of theory: ωB97M-V with the def2-TZVPD basis set.

```
53
ClH32O20 ωB97M-V with the def2-TZVPD basis set
Cl 0.2619 -0.3683 0.7081
O -2.3786 -3.0257 0.4625
O 0.7311 -1.6391 0.1191
O 4.0753 1.3812 1.4526
O -1.0528 0.0018 0.0939
O 3.0870 1.8303 -1.4163
O -2.6263 1.4672 1.9257
O 0.8222 -0.9333 -2.5971
O 1.2530 0.7144 0.5104
O -1.5683 -1.9042 -2.0549
O 0.0018 -0.5436 2.1739
O -1.4521 -1.7787 3.8332
O 3.0854 -0.9465 -1.1673
O -0.2540 2.9714 0.8273
O -3.5867 -0.0593 -0.3992
O 2.4596 0.4161 3.3631
O -2.0833 2.7041 -1.0353
O -0.1847 -3.6549 1.8621
O -2.4815 0.5077 -3.1132
O 0.3307 1.6806 -2.3955
O 0.9022 -3.9228 -1.4992
H -1.9882 1.1448 1.3614
H -2.6355 -0.0710 -0.2370
H -4.0113 0.2188 0.3825
H -1.7758 -1.1893 4.4894
H -2.0468 1.7331 2.6387
H -2.0057 -1.2322 -2.4902
H 0.6018 -3.1780 -0.9697
H -1.9070 3.5187 -1.5527
H 0.4110 -2.8918 1.9181
H 0.6905 -0.0050 -2.7480
H 3.5712 -1.0698 -0.3348
H 0.5205 2.4477 0.9858
H 4.4218 2.0762 2.0531
H 1.8164 -0.1895 3.0116
H 1.4243 -3.5427 -2.1829
H -0.9538 -3.3420 1.3707
H -3.3342 0.8506 -2.9075
H -1.5035 2.6827 -0.2823
H -3.1125 -2.5325 0.7943
H -0.7171 -1.4864 -2.0646
H 3.0691 -0.0021 -1.0642
H 3.0811 2.2745 -2.2679
H 3.3045 1.8445 1.1515
H 0.7348 1.4875 -1.5677
H 0.3198 2.6390 -2.3062
H -0.9217 -1.2970 3.1611
H -2.0373 0.7474 -2.3296
H 2.9406 2.6113 -0.8756
H 3.1108 0.5310 2.6924
H 0.1187 3.8471 0.8962
H -2.1529 -2.5574 -0.3204
H 1.6243 -0.9669 -2.0594
```

Charge: -1
Spin multiplicity: 1
Relative energy (zero: lowest compared OMol25 entry of this formula, charge and spin) (eV): 1.747

=====

A molecular structure, C28H26N4O4 in a non-equilibrium geometry. Source: OMol25; level of theory: ωB97M-V with the def2-TZVPD basis set.

```
62
C28H26N4O4 ωB97M-V with the def2-TZVPD basis set
O 0.6793 -1.5725 -0.2294
O 0.3376 3.5225 0.9370
O -0.8639 1.4429 2.7735
O -1.8719 3.8574 0.7970
N -0.0876 0.7777 0.8577
N 0.4523 -2.6993 3.2891
N 0.7812 -3.7711 1.1154
N -0.1384 -0.7534 3.9960
C 1.2732 -6.8742 -0.9756
C -1.8658 -2.6635 -1.8748
C 1.5003 -4.5124 -3.8926
C 1.2862 -4.8825 -2.4713
C -0.0569 7.6188 -0.3377
C -1.5620 -1.5927 -2.7023
C -1.0963 3.1012 0.8350
C -0.2276 6.5904 0.3403
C -2.5718 -1.0883 -0.0443
C 0.8785 -5.8789 -0.0277
C 0.3788 4.7030 2.0673
C 1.0813 -3.9798 -1.3417
C 1.5144 -6.4634 -2.3268
C -0.5469 0.6558 2.0328
C -2.3329 -2.2788 -0.6440
C 0.8359 5.8048 0.9867
C -2.1172 1.2574 -0.6290
C 0.3624 -1.8208 2.3588
C 1.1776 8.0034 -0.6505
C -1.7138 -0.5424 -2.2328
C -0.2026 -0.5802 2.6750
C -2.0805 -0.1163 -1.1630
C 2.0147 6.2827 0.7213
C -0.5773 1.7358 -0.0564
C 0.9466 -4.5036 -0.1636
C 2.3465 7.3892 0.0723
C 0.5481 -2.4600 1.0083
C 0.0706 -1.9026 4.2261
H -0.4513 4.6900 2.5243
H 1.3691 -7.1335 -2.9667
H 1.0859 -3.0543 -1.5657
H 1.3467 -3.4072 -4.0059
H 1.3571 8.8959 -1.2525
H 3.3893 7.6941 0.1011
H 0.9196 -6.2215 1.1236
H 0.7109 -4.1864 1.8401
H 0.1567 1.8131 -0.8990
H -0.5410 8.1414 -0.9393
H 0.6650 -4.8715 -4.4930
H 1.3628 4.6018 2.5629
H 2.6178 -4.7999 -4.3465
H -2.7764 -0.9850 0.8958
H -2.3543 2.1301 -1.4371
H -1.2587 0.4296 -3.0455
H -1.2858 -1.8321 -3.5587
H -0.4719 0.0437 4.6509
H -1.8720 -3.7789 -2.0223
H -2.6955 -3.1896 0.2317
H -2.6327 1.5030 0.3585
H 1.1743 -7.9452 -0.6413
H 2.8400 5.7400 1.2853
H 0.1950 -0.0386 0.2196
H -1.3015 6.2004 0.5485
H -0.1011 -2.2457 5.5056
```

Spin multiplicity: 1
Relative energy (zero: lowest compared OMol25 entry of this formula, charge and spin) (eV): 25.202

=====

C17H22Cl2N2O6S in the gas phase. Source: OMol25; level of theory: ωB97M-V with the def2-TZVPD basis set.

```
50
C17H22Cl2N2O6S ωB97M-V with the def2-TZVPD basis set
Cl 0.4545 -4.2796 0.4221
Cl 4.4677 -1.1837 2.0334
S 2.7686 1.4991 1.2835
O -1.8281 -2.6252 0.0272
O -1.4868 -0.5315 -0.6994
O -2.9274 -0.2528 1.4478
O -7.2829 1.2976 0.4938
O 3.7052 1.5728 2.3615
O 1.6423 2.3809 1.2688
N -4.9251 -0.2379 0.4081
N 3.5315 1.6723 -0.1786
C -1.1130 -1.6645 -0.0803
C 0.8565 -0.3177 0.6286
C -5.7921 -0.1669 -0.7459
C 2.8867 -1.3152 1.4071
C -5.6541 -0.0766 1.6542
C 6.8767 0.7082 -1.6854
C 2.1378 -0.1821 1.1182
C 2.3475 -2.5765 1.1939
C -3.5800 -0.2875 0.4268
C -6.5615 1.1636 -0.7047
C 1.0590 -2.7059 0.6932
C -6.4270 1.2439 1.6155
C 4.7377 -0.6055 -1.6039
C 4.9662 1.5396 -0.3018
C 0.2913 -1.5703 0.4036
C -2.8751 -0.4216 -0.9375
C 5.3564 0.7893 -1.5820
H 7.2823 0.1607 -0.8380
H -5.7161 2.0831 1.5858
H 7.3180 1.7020 -1.6959
H -7.2956 1.2076 -1.5108
H 0.2847 0.5773 0.4440
H -5.2306 -0.2440 -1.6735
H 7.1666 0.1939 -2.5982
H -3.0037 0.4742 -1.5466
H 5.3002 0.9866 0.5765
H 3.6583 -0.5437 -1.4860
H 3.1069 2.3881 -0.7431
H -5.8494 1.9970 -0.8127
H -6.5107 -0.9934 -0.6912
H 5.4546 2.5218 -0.2844
H 2.9293 -3.4565 1.4158
H 4.9575 -1.1011 -2.5465
H -6.3538 -0.9116 1.7641
H -7.0679 1.3428 2.4921
H 5.1404 -1.2097 -0.7949
H 4.9709 1.3566 -2.4366
H -3.2391 -1.3131 -1.4611
H -4.9354 -0.0854 2.4733
```

SMILES: CC(C)CNS(=O)(=O)c1cc(C(=O)OCC(=O)N2CCOCC2)c(Cl)cc1Cl
Spin multiplicity: 1
Relative energy (zero: lowest compared OMol25 entry of this formula, charge and spin) (eV): 0.031

=====

no.,orbital gap (Ha),DFT total energy (eV),E_LUMO (eV)
1,0.2852,-193841.9075,-1.4
2,0.2817,-53986.8841,1.1
3,0.2918,-43586.0848,-0.1
4,0.3452,-69131.2926,0.0